{"formula": "C54H55N11O16P", "method": "ωB97M-V/def2-TZVPD", "homo_lumo_gap_ev": 7.19, "lumo_energy_ev": -3.231, "total_energy_ev": -115304.022, "total_charge": 1, "multiplicity": 1, "elements": ["C", "C", "N", "H", "H", "C", "O", "O", "C", "H", "C", "C", "N", "O", "C", "H", "H", "C", "O", "O", "H", "C", "O", "C", "C", "H", "H", "C", "N", "H", "O", "N", "C", "H", "H", "N", "H", "C", "O", "H", "H", "H", "H", "H", "C", "H", "H", "H", "H", "C", "O", "H", "H", "C", "H", "O", "N", "H", "C", "C", "H", "N", "N", "N", "C", "O", "C", "H", "C", "C", "O", "C", "H", "H", "C", "H", "C", "H", "C", "C", "C", "N", "C", "C", "C", "N", "C", "C", "O", "O", "C", "O", "C", "H", "H", "C", "H", "H", "H", "H", "C", "C", "C", "H", "O", "C", "H", "C", "H", "H", "H", "H", "C", "P", "C", "C", "H", "H", "C", "C", "H", "C", "C", "C", "H", "C", "C", "H", "C", "H", "H", "H", "H", "H", "C", "H", "H"], "positions_angstrom": [[7.11822, 0.05324, -2.86611], [6.15313, -0.70981, -3.50809], [5.93028, -0.11330, 0.65972], [15.81303, 8.44387, -1.03610], [-2.05588, -3.73294, -1.34018], [-10.16277, -4.63841, -8.25798], [6.78644, 0.56917, 1.18373], [8.40522, 8.92479, 2.60372], [-7.66261, -5.88299, -0.11401], [10.06671, 6.29766, -0.36528], [-9.53343, -6.67611, -1.05045], [-9.62952, 1.18074, 6.90492], [-11.17807, -5.00905, -9.26362], [-3.23499, -2.39086, 1.07443], [-9.67509, -3.34600, -8.24333], [-6.23349, -3.85084, 0.96879], [-5.80393, -6.79240, 0.24503], [-7.17914, -6.80552, -3.08194], [-6.83269, -6.30094, -4.05852], [-10.32534, 0.32723, 2.35324], [1.16126, -1.12083, -0.25599], [-8.79949, -5.24029, -6.40276], [-11.51775, -4.15624, -10.05376], [-8.30061, -3.94445, -6.36441], [-8.72414, -5.36650, 0.56796], [-9.69950, -2.45230, 0.65656], [-9.52730, 2.41899, 3.24494], [9.57266, 4.26802, 0.11827], [-7.47641, -7.42631, -2.04339], [7.92849, 0.49476, -3.42915], [-10.80299, -1.19961, 3.78369], [1.38467, -3.22747, -4.33986], [-9.18288, 2.46338, 6.61395], [-2.25990, -6.90420, 1.62166], [3.57728, 5.58272, 3.65942], [-9.85508, -5.88366, -0.04492], [-4.31959, -2.32863, -1.55757], [-0.51994, -2.39222, -0.66461], [2.46557, -2.71382, -4.54347], [11.62688, 6.51569, 1.54248], [4.35910, -1.86579, -3.29054], [9.21386, 2.26355, 0.79693], [-10.57900, -5.33679, 3.22249], [5.99455, 8.98252, 2.69211], [4.55239, 6.02974, 3.51863], [-10.21411, -7.22712, -1.67413], [-5.04414, -1.28520, -0.33523], [7.84481, 5.24034, 3.63257], [-10.38995, -0.65829, 6.09775], [0.72569, -2.94066, -3.05258], [8.51229, 5.08339, -1.75999], [7.78995, 0.84953, -0.99057], [-2.24909, -4.66379, 1.05249], [7.02382, 7.15962, 3.14653], [-3.95042, -6.96315, 2.04200], [15.16160, 6.14809, -0.76113], [8.35162, 7.75574, 2.92481], [2.28008, -1.61513, -2.40540], [7.04824, 0.25632, -1.49648], [5.69600, 5.26148, 3.69293], [-5.83556, -2.81883, -0.78617], [14.91010, 6.38914, 0.40054], [-8.21151, -6.67270, -1.11602], [-10.40306, -0.08449, 3.49269], [5.10780, -1.27266, -2.78390], [0.80829, -3.96030, -5.11561], [-8.73559, -3.00016, -7.28457], [-7.56675, -3.66852, -5.61748], [11.30940, 4.50967, 2.22639], [1.33327, -2.07357, -2.16352], [5.01125, -0.64117, 1.25691], [5.02952, -1.07653, -1.41570], [5.61527, 4.21956, 3.96993], [-10.13693, -6.59879, -7.40122], [-9.55076, 2.08124, 4.26989], [4.22669, -1.50973, -0.83730], [10.23353, 5.46843, 0.30587], [-10.02207, -2.62280, -8.96588], [-10.03834, 0.33952, 5.88406], [-9.98694, 0.80619, 4.58267], [14.88433, 8.05996, 2.20575], [8.64952, 4.13472, -1.01853], [-4.88210, -2.31906, -0.62510], [6.00471, -0.31506, -0.79666], [5.89983, 7.94424, 2.97190], [-4.23989, -4.38397, 0.57103], [-8.80432, -2.59736, 1.26112], [-6.17995, -5.79745, 0.00433], [14.46864, 5.58264, 1.19465], [-11.60840, -6.14293, -9.22741], [-3.24194, -6.53085, 1.33576], [9.31481, 7.02835, 3.06009], [-9.73955, -5.59591, -7.35730], [-5.56528, -5.15535, 1.97206], [-0.93251, -4.22094, -3.49218], [-1.10699, -3.26511, -1.57234], [-8.45870, -5.97698, -5.69629], [-11.18234, -4.50905, 1.79048], [-10.80596, -5.69742, 0.23389], [6.21278, -0.86891, -4.57652], [4.65435, 7.36792, 3.16114], [-9.14670, 2.91310, 5.30031], [-3.21410, -5.01023, 1.41643], [-9.65909, 0.83473, 7.92844], [8.07018, 3.07088, -1.14806], [11.10572, 5.58494, 1.37389], [-1.01695, -2.17759, 0.27122], [15.55549, 10.32624, 1.76916], [-5.78608, -5.55820, -0.98646], [14.89158, 9.60886, 3.67994], [11.99705, 4.60536, 3.05580], [14.52364, 7.29648, 2.87824], [6.94683, 5.82686, 3.50634], [-8.74302, -4.25965, 2.02800], [10.63312, 3.31427, 2.02185], [15.14680, 7.76150, 0.88184], [10.79096, 2.47867, 2.68981], [16.17818, 10.75877, -0.23864], [-10.46569, -4.44386, 2.61403], [9.75129, 3.18582, 0.96101], [15.71165, 11.33843, 2.11748], [15.61381, 8.70934, -0.00899], [-5.62305, -4.74727, 0.96522], [15.09286, 9.35606, 2.64832], [-8.78854, -1.83972, 2.03890], [-4.05769, -2.99793, 0.43786], [15.81711, 10.00259, 0.44437], [-3.42635, -6.87829, 0.32148], [0.70107, -1.79979, -0.96064], [-7.92986, -2.47534, 0.62278], [3.76265, 7.96403, 3.02561], [-8.34415, -1.99292, -7.25745], [-10.72392, -3.54358, 3.16724], [-3.27782, -4.66036, 2.44948], [-0.48606, -3.54478, -2.77871], [-8.80234, 3.91305, 5.07752], [-8.86188, 3.11562, 7.41475]]}


{"formula": "C54H56Cl2GaGe2NOS5", "method": "ωB97M-V/def2-TZVPD", "homo_lumo_gap_ev": [5.39, 7.54], "lumo_energy_ev": [2.402, 2.387], "s2": 0.757, "total_energy_ev": -305084.097, "total_charge": -1, "multiplicity": 2, "elements": ["H", "H", "C", "C", "H", "Cl", "C", "C", "S", "C", "H", "H", "H", "C", "H", "C", "H", "C", "N", "H", "C", "H", "C", "H", "H", "C", "C", "H", "H", "C", "C", "H", "C", "H", "C", "C", "C", "C", "H", "H", "H", "C", "H", "H", "C", "H", "H", "H", "H", "H", "Ga", "S", "H", "H", "C", "C", "C", "H", "O", "C", "C", "Ge", "C", "H", "C", "Cl", "C", "S", "S", "C", "H", "C", "C", "H", "H", "C", "H", "H", "C", "H", "C", "C", "C", "C", "C", "S", "H", "C", "C", "H", "H", "H", "H", "C", "Ge", "H", "C", "C", "C", "H", "C", "H", "C", "H", "H", "H", "C", "H", "C", "C", "H", "H", "H", "H", "H", "C", "C", "C", "H", "H", "H", "C"], "positions_angstrom": [[-4.29197, 4.06740, -1.97940], [3.93091, -0.30517, -3.73132], [-3.40425, -2.35670, 2.25662], [1.58511, -4.20126, -2.12736], [-0.96250, -3.29115, 1.34992], [4.36789, 0.76916, -0.55773], [-4.52440, -1.09113, -1.46129], [3.68680, -5.53676, 0.75121], [-1.41881, 0.79011, -0.31489], [4.17102, 1.48157, 3.52196], [-5.43000, 0.05042, 1.04812], [-2.28159, 2.72863, -4.47851], [2.95711, 2.27853, -4.36562], [1.23745, 4.58422, 3.83542], [1.64932, -2.84441, -3.78275], [2.85642, 1.12246, 3.76721], [3.86041, 4.83563, 3.44683], [3.89549, 4.21174, -4.52553], [3.61579, 2.93135, -2.53939], [-0.27817, 1.02457, -4.73376], [1.29595, -4.79324, 0.57074], [-5.39999, -0.69812, -0.94459], [-2.06576, 0.92434, 4.95096], [-1.59255, 1.80771, 6.84533], [4.91844, 0.70393, 3.39971], [-4.48009, -1.78986, 1.58031], [0.20705, -4.28926, -0.13095], [1.74066, -0.50066, 4.65118], [4.99160, 0.45170, -2.93348], [-2.57349, -0.17613, 2.83892], [3.45198, 3.09448, -3.85759], [1.46942, 5.28505, 4.64071], [-3.65132, 0.40887, 2.17462], [6.12522, 4.24410, 3.06272], [-0.37222, 1.08029, 3.21863], [1.88205, 2.12585, 3.87244], [-1.13598, 0.38247, -4.93128], [5.98081, 3.16385, 3.08196], [4.55591, -5.69103, 0.11268], [-3.80442, -1.43248, -0.71315], [-3.75833, -2.34099, -4.48199], [-2.93366, -2.67132, -3.86038], [-3.05147, 0.58889, 5.25201], [-5.40173, 3.71096, -3.30490], [-2.25862, -1.72541, -3.09012], [4.32793, 3.73800, -0.77999], [-4.80187, 2.20451, 2.46054], [3.42862, -6.48841, 1.21984], [-1.40506, -4.98674, 1.10790], [-1.49203, 0.59743, -5.94285], [2.46803, 1.54225, -1.36007], [0.57644, 4.29033, -2.53007], [-6.30536, -2.08332, 0.47444], [-5.25469, 1.49346, -1.67804], [4.53943, 5.22443, -3.82379], [2.48922, -0.33556, 3.87550], [-2.57186, -4.00695, -3.83702], [-0.37490, -2.02622, 3.14359], [4.66286, 0.31610, -3.83467], [-0.80308, -3.48804, -2.28665], [2.65073, -4.69852, -1.38930], [0.18137, 0.78931, 1.29900], [-3.81923, 1.90378, 2.09037], [3.96406, -4.83941, 1.54402], [4.21722, 3.90407, -1.84531], [5.47054, 6.26166, -1.50318], [2.52346, -4.99830, -0.03904], [1.60240, 2.34366, 0.68017], [1.61044, -0.32615, -2.46062], [4.67860, 5.05005, -2.45740], [-0.80001, -0.65131, -4.89306], [4.55155, 2.81294, 3.39748], [3.58390, 3.79045, 3.55214], [-5.01929, -3.23214, 0.08275], [-1.88967, -3.75769, -0.07304], [1.75304, -3.91398, -3.59524], [-1.21719, -5.45717, -3.01163], [-5.91015, -3.39566, 1.59524], [0.01511, 1.97832, 5.43717], [2.73780, -4.22846, -3.94034], [-5.48965, -2.67162, 0.89447], [-4.59193, -0.41116, 1.55976], [-2.77958, -0.32609, -3.11798], [-2.23115, 0.66152, -3.93815], [2.25088, 3.46931, 3.78371], [0.74589, -1.38176, 0.85162], [-3.73653, 2.22289, 1.04859], [-1.51251, -4.41464, -3.04577], [-3.81807, 2.27643, -3.06487], [6.65798, 2.73731, 3.82485], [0.22865, 4.20621, 3.98127], [2.07677, -0.70042, 2.92988], [3.74752, 4.29986, -5.59287], [0.46853, 1.73663, 4.14121], [-0.12178, -0.84232, -1.19584], [-3.11537, -4.72971, -4.43404], [-2.74823, 1.95486, -3.87832], [0.35625, -3.98043, -1.48678], [-4.40200, 1.26190, -2.31041], [6.26028, 2.75977, 2.10645], [-1.63406, 0.64764, 3.65421], [3.37133, -0.93495, 4.09980], [-2.45538, -1.57522, 2.89579], [1.25626, 5.13442, 2.89232], [-3.78371, 4.34395, -3.64875], [1.18059, -5.02014, 1.62686], [-1.32287, -2.22157, 3.64849], [4.90752, 6.11526, -4.31108], [0.91326, 2.80811, -2.14275], [-1.09280, -4.07161, 0.59875], [-4.82933, -1.95825, -2.04816], [-1.46179, -3.30164, 3.70485], [0.99282, -4.42687, -4.18636], [-3.05574, 2.42636, 2.66303], [0.68475, 2.47348, 6.13082], [-4.35339, 3.68109, -2.99871], [-3.90210, -0.02772, -2.32547], [-1.25043, 1.59788, 5.83882], [-3.31870, -3.43836, 2.29550], [3.60524, -4.85473, -1.88082], [-1.24522, -1.82289, 4.66141], [-1.18205, -2.14270, -2.28840]]}


{"formula": "C54H57AlAsN3O4P3S2Se2", "method": "ωB97M-V/def2-TZVPD", "homo_lumo_gap_ev": 8.12, "lumo_energy_ev": -1.785, "total_energy_ev": -317250.087, "total_charge": 1, "multiplicity": 1, "elements": ["C", "C", "C", "H", "C", "H", "C", "Se", "O", "C", "H", "H", "C", "H", "N", "H", "C", "C", "O", "As", "C", "C", "H", "C", "C", "C", "H", "C", "C", "H", "H", "H", "H", "C", "C", "Se", "H", "C", "C", "C", "H", "C", "H", "C", "S", "C", "H", "H", "H", "P", "H", "H", "H", "H", "H", "H", "H", "H", "H", "C", "O", "H", "C", "C", "O", "H", "H", "C", "N", "C", "H", "H", "H", "C", "H", "H", "C", "H", "H", "C", "C", "C", "H", "C", "H", "C", "C", "C", "S", "H", "H", "H", "H", "H", "C", "H", "C", "H", "C", "P", "H", "H", "H", "H", "H", "C", "C", "C", "C", "C", "C", "C", "C", "C", "H", "Al", "C", "N", "P", "H", "H", "H", "H", "H", "C", "C", "C"], "positions_angstrom": [[-0.01029, 5.32975, -3.07644], [-1.28695, 5.60187, -2.59033], [-3.97757, 3.02761, -6.23532], [-1.50558, -4.38163, 4.28772], [-1.29390, -0.06307, -3.54752], [-2.73928, -3.10427, 4.23299], [0.37752, 7.68178, -3.37848], [-3.90186, 4.84786, -0.71003], [0.23710, 0.05006, 3.59028], [-1.68824, -1.14708, -4.33403], [-0.76452, -0.49871, 6.80091], [5.87478, 1.78627, 2.16737], [4.47984, 3.37906, 1.65715], [-5.07940, 4.24046, -3.26256], [-0.35174, 3.52337, -0.58744], [1.81013, 6.15309, -3.84631], [3.07830, -5.50731, 6.11958], [-2.21318, -3.85721, 3.64553], [-0.56894, -2.21653, 2.96698], [2.88484, -2.78568, 2.24005], [2.01796, -4.63902, 5.88974], [3.01557, -3.96250, 3.79456], [5.95098, -4.93013, -1.22242], [1.28037, -5.14410, 1.53261], [-5.89222, 1.65914, -1.43547], [-1.50924, -3.22151, 2.47228], [-1.24023, 8.97868, -2.83004], [-1.07837, -1.37581, -5.55547], [-2.86820, 0.76544, 2.31774], [8.01187, -3.98275, -0.23938], [-3.23079, 0.48211, 1.33304], [-1.58278, 0.52053, 5.60945], [4.38793, 4.05733, 0.81074], [4.10320, -5.60047, 5.19010], [1.66027, -3.85663, 1.15284], [-2.02364, -1.41819, -0.66239], [0.98685, -1.08950, 5.12514], [-4.53092, 0.37020, -3.49210], [-4.53992, 1.39108, -1.30839], [7.04849, -3.76084, 0.20099], [-1.39272, -2.21215, -6.16594], [-6.57063, 1.26154, -2.57739], [3.75836, -4.45598, -0.20512], [4.07386, -4.83200, 4.03123], [3.12457, 1.06073, 1.96741], [4.65510, -4.03103, 0.22907], [4.93044, 3.93901, 2.47354], [1.03085, 8.49182, -3.67599], [7.86888, -2.52908, 1.75775], [-2.15479, 0.24076, -1.99262], [2.29410, 3.14553, 1.33670], [0.11537, 1.54842, -3.33173], [1.21350, -4.55870, 6.61061], [-6.40941, 0.34464, -4.51167], [0.09098, -6.87456, 1.10583], [-2.44524, -1.83255, -3.97054], [-4.46267, 2.05064, 2.91065], [-0.23063, -3.60915, -1.65143], [-0.91892, -3.94260, 1.91141], [-0.19532, -5.32222, -0.35313], [1.87340, 0.65741, 1.21403], [3.93653, 1.38728, -0.19434], [-2.17648, 3.19253, -4.65727], [-0.23702, 0.74126, -3.96227], [-2.17909, -0.39615, 2.84701], [0.34702, 4.30913, -3.14294], [-0.91779, -5.87866, -0.93683], [-0.96034, -0.36553, 5.73664], [-0.28544, 1.37597, -0.38845], [-1.72625, 6.91749, -2.50293], [1.20501, 1.12521, -5.49848], [5.67443, -2.04526, 2.77520], [1.71554, -5.58742, 2.41782], [-1.33853, 3.01815, -1.38183], [-2.71522, 7.12281, -2.11180], [0.90532, 0.65387, 5.39514], [5.73233, -2.67358, 1.89132], [3.10218, -6.10982, 7.01844], [-4.76531, 0.33561, 3.23822], [4.43036, 1.09576, 0.73560], [-3.06173, 3.67739, -3.69450], [-0.05314, -0.54289, -5.98656], [1.16298, -3.19241, 4.56165], [0.35878, -0.20658, 5.01583], [-6.40692, 2.19411, -0.64798], [-1.32497, 1.64777, -1.22709], [1.10425, -3.31478, -0.00656], [1.99333, -3.86847, 4.73730], [1.61925, -1.74471, -0.68221], [-4.33384, 2.78138, -7.22764], [0.42102, -0.71971, -6.94315], [6.12655, 2.42468, 0.55488], [-1.51045, -1.23288, 5.37505], [-4.01397, -0.11332, -4.30806], [4.56681, -3.22116, 1.35473], [-1.12237, 3.09291, -4.43027], [3.07716, 2.87089, 2.04505], [2.76202, 3.15793, 3.04585], [0.36124, -5.87458, 0.79145], [-2.43581, 4.28071, -2.10404], [-2.94356, -4.57996, 3.27842], [-1.94423, 2.46745, -6.65712], [-5.89903, 3.67525, -5.53688], [-4.01509, 1.71811, -0.42161], [-7.62924, 1.46507, -2.67663], [5.89188, -4.29697, -0.34632], [-4.00590, 1.11745, 3.24268], [5.35944, 2.16864, 1.28272], [-4.85569, 3.52969, -5.28726], [-5.88700, 0.63129, -3.60821], [6.96858, -2.94635, 1.32431], [0.81800, 6.36722, -3.47008], [-0.89416, 7.95580, -2.89999], [-3.85660, 0.72899, -2.32617], [4.86895, 0.10768, 0.63546], [0.51598, -0.16662, 0.43266], [-4.40332, 3.84782, -4.01232], [0.27106, 2.54883, -0.01845], [-0.66300, -0.69455, 2.52747], [-3.65179, 1.25331, 4.26454], [-2.22647, -2.75311, 1.79926], [4.87624, -4.92798, 3.31079], [-2.17017, 1.60153, 2.21602], [4.93095, -6.27708, 5.36141], [0.18368, -4.04987, -0.75437], [-2.63571, 2.85154, -5.91775], [0.38144, 0.49870, -5.18089]]}


- Number 3 is which compound?
  C54H57AlAsN3O4P3S2Se2